{
  "formula": "C26H58O16",
  "method": "ωB97M-V with the def2-TZVPD basis set",
  "smiles": "O=C1OCCO1.O=C1OCCO1.COCCOC.COCCOC.COCCOC.COCCOC.COCCOC",
  "multiplicity": 1,
  "energy_ev": -60653.336,
  "e_lumo_ev": 0.375,
  "e_homo_ev": -9.3,
  "homo_lumo_gap_ev": 9.72,
  "symbols": ["O", "O", "O", "O", "O", "O", "O", "O", "O", "O", "O", "O", "O", "O", "O", "O", "C", "C", "C", "C", "C", "C", "C", "C", "C", "C", "C", "C", "C", "C", "C", "C", "C", "C", "C", "C", "C", "C", "C", "C", "C", "C", "H", "H", "H", "H", "H", "H", "H", "H", "H", "H", "H", "H", "H", "H", "H", "H", "H", "H", "H", "H", "H", "H", "H", "H", "H", "H", "H", "H", "H", "H", "H", "H", "H", "H", "H", "H", "H", "H", "H", "H", "H", "H", "H", "H", "H", "H", "H", "H", "H", "H", "H", "H", "H", "H", "H", "H", "H", "H"],
  "xyz": [[1.33607, -1.48802, -0.45944], [3.63203, 3.26526, -1.28398], [2.45968, -1.77056, -2.47651], [-3.55830, 3.08416, -5.61317], [4.74223, 0.93831, 4.23825], [5.67443, 1.05197, -0.19840], [-4.14734, 0.39277, 3.09120], [0.52998, -1.40672, 3.20110], [-2.53900, -6.53296, -1.52929], [-2.13313, 0.65634, -4.44160], [-1.36895, -0.85576, 4.34229], [-0.61700, -2.90108, 4.58828], [2.30242, 2.25685, 3.43833], [-2.28939, -3.60447, -2.30152], [1.44624, 0.18456, -1.87025], [-2.67131, 2.09388, 0.20009], [-3.44736, 3.97469, -4.49040], [-1.70802, -2.72683, 5.39953], [-3.38150, -4.15273, -1.59681], [4.52149, 3.85747, -0.39012], [4.59204, 0.95616, -1.10703], [-2.88038, -7.86997, -1.63520], [-3.49914, 1.13739, 0.89801], [0.47834, -0.62325, 0.12268], [-4.90160, 1.22268, 3.93514], [-2.48344, -1.60393, 4.76575], [4.48699, 1.35681, 2.88316], [-0.31975, -1.71265, 4.04978], [-1.47667, 1.70975, -5.13510], [0.92107, 1.98250, 3.59102], [1.82377, -1.09518, -1.70060], [-1.01240, -4.08670, -1.86850], [4.27495, 2.19476, -1.97712], [-3.66294, -5.68652, -1.78303], [-1.32639, -0.19212, -3.59033], [6.98562, 0.83893, -0.85862], [-2.29937, 2.59935, -6.11447], [-3.09433, 1.02784, 2.42095], [-2.95512, 2.24973, -1.18241], [0.77379, 0.62968, -0.66025], [6.05330, 1.41763, 4.65053], [3.01253, 1.41730, 2.50204], [-2.54164, 4.56541, -4.35318], [5.43491, 4.11571, -0.92592], [-0.71041, 1.37358, -5.83361], [-0.94984, -4.36645, -0.81687], [-3.08766, -1.08096, 5.50704], [0.36224, 2.78308, 4.07568], [-4.20525, 1.73447, 4.59941], [-1.37422, -2.59121, 6.42825], [0.62200, 1.94910, 2.54339], [6.27161, 0.90783, 5.58891], [5.17579, 2.47824, -2.52138], [6.22478, 2.46495, 4.89920], [-3.72702, -8.06664, -2.29295], [0.83446, -0.42319, 1.13325], [-3.30630, 0.16151, 0.45238], [-4.21727, 4.74533, -4.52859], [2.68404, 0.38349, 2.60897], [4.06623, 4.76021, 0.01719], [-2.91710, 1.28303, -1.68455], [7.71500, 0.80386, -0.04938], [-4.00812, -5.76241, -2.81414], [-5.45540, 1.92585, 3.31309], [7.02308, -0.08255, -1.43964], [3.53751, 1.84397, -2.69909], [-2.90832, 2.03992, 2.78038], [3.79189, 0.69405, -0.41481], [-4.52964, 1.48662, 0.83310], [-5.55073, 0.54742, 4.49259], [-0.09329, 1.27870, -0.78294], [0.72580, 1.03996, 4.10247], [-3.64093, 3.41939, -3.57264], [-0.58221, -0.87049, 0.07580], [-3.38585, -3.87542, -0.54267], [-4.58653, -5.94017, -1.26270], [-4.21413, -3.65944, -2.09830], [-1.64333, 3.40642, -6.44054], [-3.94682, 2.66089, -1.37106], [1.35532, 1.31470, -0.04328], [-2.29539, -3.63972, 5.30087], [-1.00361, 2.32466, -4.36945], [4.81232, 3.28528, 0.49085], [2.93970, 1.81373, 1.48930], [-0.81726, 0.35397, -2.79618], [-3.07619, -2.09207, 3.99215], [-2.13613, 0.51912, 2.52656], [-1.99308, -0.97696, -3.23306], [-3.15398, -8.20444, -0.63452], [5.00116, 2.29431, 2.67145], [7.32843, 1.60885, -1.54985], [-0.62748, -0.64534, -4.29334], [-2.59880, 1.92629, -6.91788], [-0.18808, -3.41635, -2.11191], [4.50326, 0.04595, -1.70011], [-1.96801, -8.35868, -1.97702], [-2.21971, 2.88693, -1.67360], [-0.69187, -5.00558, -2.35943], [6.78373, 1.02321, 3.94414], [4.88420, 0.62078, 2.18416]],
  "forces_ev_per_angstrom": [[2.2, -3.5, -2.1], [0.4, -1.0, -0.3], [-1.1, 1.2, 1.6], [1.2, 1.0, 0.3], [0.6, 1.5, -0.4], [2.2, -0.4, -2.0], [0.6, -1.0, -0.1], [-2.0, -1.4, 3.4], [-1.1, 2.1, -0.3], [-0.9, 0.4, -0.3], [0.8, 1.1, -1.0], [2.7, 0.3, -1.3], [0.9, 0.3, 0.5], [1.0, -0.5, 0.5], [-0.3, 0.7, 0.4], [0.2, 0.1, 0.6], [-0.7, -0.2, 0.2], [-2.2, -1.7, 1.6], [-0.3, -0.9, -0.5], [0.4, 1.1, 0.6], [-1.2, 0.2, 0.9], [0.3, -0.7, 0.6], [1.3, 0.7, 0.3], [-0.4, 2.6, 0.7], [0.4, -0.2, -0.3], [0.6, -1.1, 1.5], [0.0, 0.0, 0.0], [0.2, 1.5, -3.7], [0.2, 0.5, 0.5], [0.5, -0.2, -1.5], [-0.3, -0.6, 0.4], [0.7, -0.7, -0.3], [-0.9, -1.2, 0.6], [0.5, 1.4, -0.7], [-0.4, 0.5, -1.9], [-0.7, 0.1, 0.9], [-1.5, -1.5, 1.6], [0.0, 1.1, -1.9], [-0.2, -0.7, 0.2], [-0.3, 1.6, 0.5], [-0.4, -1.9, 0.4], [0.0, 0.3, 2.3], [0.6, -0.5, -0.5], [0.3, 0.2, 0.1], [0.5, -0.6, 0.2], [-0.4, 0.5, 0.3], [0.0, 0.3, -0.4], [0.5, 0.2, 0.1], [-0.3, 0.3, 0.3], [-0.2, 0.2, 0.1], [-1.2, -0.4, 0.0], [-0.2, -0.2, 0.1], [0.1, 0.5, 0.0], [-0.7, 0.4, -0.7], [0.1, 0.0, -0.3], [-0.6, -0.5, 0.2], [-0.6, -0.2, -0.2], [-0.3, -0.2, -0.4], [-0.6, -0.1, -0.3], [-0.1, 0.1, -0.3], [0.0, -0.2, -0.2], [-0.1, -0.1, 0.0], [0.5, -0.4, -0.5], [-0.3, 0.3, 0.3], [-0.3, -0.3, 0.3], [0.0, 0.1, -0.1], [-0.2, 0.2, 0.2], [-0.7, 0.8, 0.1], [-0.2, -0.4, 0.0], [-0.2, 0.3, 0.0], [-0.3, -0.5, -1.1], [0.1, -0.1, -0.1], [0.2, -0.1, 0.1], [0.1, -0.6, 0.0], [0.3, 0.0, 0.2], [0.2, -0.2, 0.9], [-0.4, 0.0, 0.4], [0.0, 0.0, -0.1], [-0.2, 0.2, 0.2], [1.1, -0.3, -0.5], [0.1, -0.2, 0.5], [0.3, 0.4, 0.0], [-0.2, -0.6, -0.2], [-0.2, -0.1, -0.2], [-0.1, 0.0, 0.0], [0.0, 0.9, -0.6], [-0.2, -0.4, 0.1], [0.1, 0.2, 0.2], [-0.1, -0.5, 0.1], [-0.1, 0.2, 0.1], [-0.5, 0.5, 0.1], [0.6, -0.3, 0.5], [0.1, 0.4, -0.3], [-0.5, 0.7, 0.1], [1.2, -0.2, -0.6], [-0.3, -0.5, 0.0], [0.1, 0.1, 0.4], [-0.6, -0.2, -0.4], [0.2, 0.4, -0.2], [0.4, -0.1, -0.1]],
  "mulliken_charge": [-0.430, -0.326, -0.618, -0.383, -0.425, -0.191, -0.297, -0.494, -0.275, -0.421, -0.148, -0.323, -0.514, -0.276, -0.357, -0.393, -0.533, -0.570, -0.535, -0.648, -0.233, -0.783, -0.415, 1.190, -0.765, -0.191, -0.720, 0.450, -0.330, -0.339, 0.720, -0.705, -0.630, -0.507, -0.557, -0.893, -0.671, -0.119, -0.990, 0.679, -0.785, 0.485, 0.329, 0.387, 0.385, 0.335, 0.310, 0.329, 0.356, 0.298, 0.095, 0.311, 0.463, 0.284, 0.351, -0.577, 0.263, 0.345, 0.105, 0.270, 0.369, 0.270, 0.335, 0.301, 0.346, 0.289, 0.394, -0.102, 0.287, 0.239, -0.166, 0.144, 0.033, 0.194, 0.349, 0.448, 0.278, 0.377, 0.496, -0.569, 0.313, 0.254, 0.133, -0.106, 0.052, 0.261, -0.035, 0.277, 0.278, 0.488, 0.307, 0.551, 0.364, 0.177, 0.569, 0.222, 0.321, 0.311, 0.328, 0.256]
}